Computed, not measured: 7 unconnected molecules or ions with the total composition C12H38O7 in a non-equilibrium geometry, with the ωB97M-V functional and the def2-TZVPD basis.

Properties
**Net charge**: 0
**SMILES**: CCO.CCO.CCO.CCO.CCO.CO.CO
**E_tot**: -1006.566627 hartree
**Orbital gap**: 9.7 eV
**E_LUMO**: 0.27 eV
**Maximum force**: 2.3 eV Å⁻¹

Geometry as XYZ:
```
57
Properties=species:S:1:pos:R:3:forces:R:3
O 9.9745 11.6543 14.2766 1.181 -1.328 -0.765
O 13.1148 7.6466 11.3055 1.116 0.302 1.539
O 9.1887 9.2761 7.7442 -0.207 0.807 -0.708
O 11.1976 9.6870 11.5579 -0.462 -1.386 1.062
O 6.4906 9.1131 8.6397 -0.657 0.841 0.720
O 11.8843 12.3287 10.1717 -0.548 -0.058 -0.072
O 11.0925 6.7583 7.4979 0.339 -0.508 -0.245
C 9.8564 9.1909 11.3385 1.144 0.874 -1.306
C 13.6242 11.0655 9.2556 0.241 -1.140 -1.229
C 9.3360 10.8127 5.7513 -2.009 0.968 0.226
C 11.1948 6.3854 8.8814 0.233 0.069 -0.741
C 5.7163 9.4743 9.8653 0.376 -0.193 -1.345
C 12.7641 12.2719 9.0357 0.279 -0.111 0.651
C 9.6962 10.5072 7.1836 1.875 -1.113 0.622
C 10.8245 10.4855 14.5177 0.253 0.695 1.991
C 13.5867 7.7719 12.6945 0.210 -0.956 -1.626
C 14.1985 9.0896 13.0770 -1.620 0.585 -0.343
C 6.3220 10.7364 10.4614 1.471 0.417 -0.689
C 12.1640 5.1916 8.9750 -1.588 0.435 -0.343
H 11.3464 10.4720 11.0614 0.069 1.289 -0.874
H 11.8995 10.7664 14.4762 -0.601 -0.120 -0.272
H 5.8639 8.6076 10.4809 -0.316 -0.184 0.843
H 13.5606 9.9048 12.6631 0.291 -0.390 0.497
H 9.5693 10.0220 5.0713 -0.001 -0.878 -0.139
H 9.4742 11.2855 7.9353 0.178 0.167 -0.689
H 13.0494 5.4689 8.4542 0.910 0.202 -0.264
H 10.1909 6.1289 9.1954 -0.250 -0.277 0.546
H 9.1282 9.9064 11.7232 -0.105 -0.365 0.249
H 6.3955 11.5441 9.7148 -0.587 -0.232 0.104
H 9.8589 11.6730 5.3281 0.075 0.200 0.488
H 7.3906 10.6201 10.7227 -0.453 -0.541 -0.099
H 10.2981 11.9199 13.4001 -0.455 0.311 0.312
H 12.6301 8.4654 11.2155 -0.745 0.411 -0.477
H 14.2108 9.1732 14.1759 0.390 0.093 -0.473
H 13.3889 13.1594 9.0351 -0.068 0.361 -0.239
H 10.6009 7.5796 7.4771 -0.356 0.261 -0.094
H 10.6456 9.6327 13.8736 -0.216 0.152 -0.209
H 12.9674 10.1659 9.2035 0.656 0.414 0.477
H 11.1064 12.8690 9.9853 0.274 0.022 -0.100
H 8.2386 11.0430 5.7043 0.823 -0.259 -0.292
H 12.4067 4.8799 9.9985 -0.293 0.037 -0.348
H 12.7685 7.5789 13.3360 -1.047 -0.395 0.773
H 15.1314 9.1785 12.5924 1.382 0.300 -0.083
H 6.2330 8.2333 8.3321 -0.054 0.257 0.235
H 4.6362 9.5941 9.6058 0.837 -0.030 0.179
H 14.3509 10.9384 8.4338 -0.377 0.171 0.054
H 8.2968 9.4960 8.0441 -0.343 -0.589 0.144
H 14.3044 6.9604 12.7823 0.079 -0.071 0.274
H 10.7838 10.2942 7.1588 -0.263 0.561 0.388
H 9.7528 9.0840 10.2573 -0.484 0.075 -0.077
H 5.8879 11.1410 11.3673 -0.637 -0.233 0.001
H 10.6674 10.1775 15.5829 -0.143 0.255 -0.899
H 11.6682 4.4160 8.3572 0.448 -0.039 0.650
H 12.2265 12.1600 8.0929 -0.154 0.214 0.064
H 14.2586 11.1113 10.1344 -0.416 -0.046 0.448
H 9.7850 8.1907 11.7220 -0.067 -0.221 0.683
H 11.5040 7.2926 9.3770 0.390 -0.078 0.819
```
Positions in Å, forces in eV/Å.